[1]
A cluster of 10 separate species, C3H29NO11P2 in total. Source: the Open Molecules 2025 dataset; level of theory: ωB97M-V with the def2-TZVPD basis set.

Each line ends with the Löwdin charge.
Geometry (Å):
N: 1.859 -1.532 0.618  0.03
C: 1.006 -1.211 -0.518  -0.25
C: 0.247 0.097 -0.387  -0.43
O: -0.410 0.042 0.892  -0.07
C: 1.097 1.359 -0.462  -0.40
P: 2.214 1.577 -1.913  0.79
P: 4.053 0.673 -1.214  0.45
O: 4.563 1.383 -0.018  -0.50
H: 1.349 -1.453 1.487  0.07
H: 2.668 -0.928 0.668  0.03
H: 1.619 -1.192 -1.416  0.07
H: 0.282 -2.009 -0.641  0.08
H: -0.521 0.159 -1.162  0.14
H: -1.135 0.678 0.910  0.10
H: 1.690 1.444 0.447  0.08
H: 0.452 2.231 -0.509  0.07
H: 1.812 0.598 -2.832  -0.10
H: 3.876 -0.709 -1.012  -0.02
H: 4.928 0.785 -2.305  -0.02
O: -0.864 -3.917 -0.761  -0.06
H: -1.753 -4.224 -0.968  0.04
H: -0.737 -4.155 0.163  0.05
O: 2.959 -1.273 -3.925  -0.08
H: 2.264 -1.746 -4.394  0.05
H: 3.774 -1.562 -4.346  0.04
O: 4.061 4.317 -0.692  -0.08
H: 4.443 3.432 -0.764  -0.01
H: 4.739 4.921 -1.008  0.05
O: -1.357 -0.214 3.902  -0.05
H: -1.109 0.084 3.019  0.01
H: -0.645 0.108 4.467  0.04
O: 2.126 5.075 1.447  -0.08
H: 2.930 4.872 0.949  -0.01
H: 2.393 5.723 2.104  0.03
O: -3.011 -1.728 -0.049  -0.04
H: -2.832 -1.502 -0.967  0.05
H: -2.242 -1.399 0.434  0.03
O: -5.919 -2.203 0.026  -0.05
H: -5.084 -1.715 0.061  0.01
H: -6.102 -2.442 0.938  0.05
O: -2.275 2.394 5.526  -0.06
H: -2.981 1.989 6.037  0.04
H: -1.866 1.657 5.058  -0.01
O: -7.831 -3.018 -2.159  -0.07
H: -7.656 -2.772 -3.071  0.02
H: -7.071 -2.695 -1.657  -0.01

E in Eh: -1696.77666
Largest force on an atom in Eh/bohr: 0.018
Net charge: 0
Structure (SMILES): NC[C@@H](O)CP[PH2]=O.O.O.O.O.O.O.O.O.O

---

[2]
A structure of composition C3H2AgLi2O3. Source: the Open Molecules 2025 dataset; level of theory: ωB97M-V with the def2-TZVPD basis set.

Each line ends with the Löwdin charge.
Geometry (Å):
C: -2.101 0.367 0.446  -0.31
C: -0.763 -0.087 -0.172  -0.07
O: -3.156 -0.210 0.175  -0.36
H: -2.013 1.213 1.129  0.13
H: -0.628 -0.945 -0.835  0.12
Li: -4.179 0.050 -1.212  0.87
Li: -3.488 -1.369 1.474  0.87
O: 0.285 0.703 0.130  0.04
C: 1.485 0.331 -0.245  -0.36
O: 2.128 -0.161 -1.063  0.09
Ag: 3.415 -0.322 0.432  0.97

E in Eh: -502.56482
Largest force on an atom in Eh/bohr: 0.209
Net charge: +2
Multiplicity: 2
ΔE to the lowest compared entry with this formula, charge and spin in kJ/mol: 0.0

---

[3]
A structure of composition C3H2AlO3. Source: the Open Molecules 2025 dataset; level of theory: ωB97M-V with the def2-TZVPD basis set.

Each line ends with the Löwdin charge.
Geometry (Å):
O: -0.011 1.533 -1.616  0.09
C: 0.591 0.804 -0.760  -0.01
C: -0.167 0.236 0.280  -0.17
O: -1.548 0.157 0.096  -0.04
Al: -1.735 1.322 -1.119  1.26
H: 1.604 0.432 -0.958  0.21
C: -0.257 -1.070 0.686  0.19
O: 0.582 -1.869 1.276  0.28
H: 0.941 -1.545 2.115  0.20

E in Eh: -582.74722
Largest force on an atom in Eh/bohr: 0.144
Net charge: +2
Multiplicity: 2
ΔE to the lowest compared entry with this formula, charge and spin in kJ/mol: 372.1

---

[4]
A structure of composition C3H2AuClF9O6PS. Source: the Open Molecules 2025 dataset; level of theory: ωB97M-V with the def2-TZVPD basis set.

Each line ends with the Löwdin charge.
Geometry (Å):
Au: 0.179 0.012 0.173  1.31
O: 2.227 1.304 3.200  -0.27
S: 2.120 0.412 2.089  0.33
O: 3.245 -0.433 1.823  -0.32
O: 0.812 -0.430 2.205  -0.37
O: 1.725 1.190 0.781  -0.41
Cl: 1.688 -2.152 -0.201  0.73
C: 0.344 -3.223 -0.654  -0.43
C: -1.041 -2.692 -0.251  -0.67
O: -1.932 -3.502 -0.174  0.09
O: -1.219 -1.410 -0.107  -0.17
H: 0.484 -4.180 -0.166  0.08
H: 0.325 -3.316 -1.736  0.07
F: -0.077 0.469 -2.135  -0.28
P: 0.110 -0.189 -3.711  0.17
F: -1.442 0.130 -3.954  -0.14
F: 0.284 -0.807 -5.170  -0.13
F: 1.646 -0.479 -3.333  -0.16
F: 0.501 1.282 -4.208  -0.14
F: -0.294 -1.629 -3.094  -0.16
F: -1.482 1.836 1.455  0.16
C: -1.223 1.539 0.195  -0.66
F: -0.702 2.571 -0.422  0.17
F: -2.297 1.110 -0.411  0.18

E in Eh: -2801.40251
Largest force on an atom in Eh/bohr: 0.027
Net charge: -1
Multiplicity: 2
ΔE to the lowest compared entry with this formula, charge and spin in kJ/mol: 0.0

---

[5]
A structure of composition C3H2BaO3. Source: the Open Molecules 2025 dataset; level of theory: ωB97M-V with the def2-TZVPD basis set.

Each line ends with the Löwdin charge.
Geometry (Å):
O: 1.297 -0.479 -0.298  -0.45
C: 1.408 0.950 0.381  -0.28
C: 0.353 1.322 1.368  -0.19
O: -0.639 0.504 1.417  -0.59
Ba: -0.979 -1.122 -0.010  1.97
H: 2.411 1.299 0.651  0.11
C: 1.216 0.749 -1.078  -0.37
O: -0.160 0.885 -1.463  -0.28
H: -0.215 0.820 -2.420  0.07

E in Eh: -366.54053
Largest force on an atom in Eh/bohr: 0.043
Net charge: 0
ΔE to the lowest compared entry with this formula, charge and spin in kJ/mol: 416.7

---

[6]
A structure of composition C3H2BeO3. Source: the Open Molecules 2025 dataset; level of theory: ωB97M-V with the def2-TZVPD basis set.

Each line ends with the Löwdin charge.
Geometry (Å):
C: 1.368 -0.688 -0.516  0.14
C: 0.151 -1.254 -0.928  0.05
O: -0.929 -0.760 -0.525  0.16
C: -0.472 0.648 0.583  -0.23
O: 0.744 0.595 0.523  0.20
O: -1.328 1.349 1.036  0.20
Be: -1.467 2.448 1.555  1.16
H: 1.923 -0.164 -1.301  0.16
H: 1.963 -1.313 0.158  0.16

E in Eh: -355.02605
Largest force on an atom in Eh/bohr: 0.230
Net charge: +2
ΔE to the lowest compared entry with this formula, charge and spin in kJ/mol: 191.2

---

[7]
A structure of composition C3H2Br2O. Source: the Open Molecules 2025 dataset; level of theory: ωB97M-V with the def2-TZVPD basis set.

Each line ends with the Löwdin charge.
Geometry (Å):
C: -0.111 -1.421 1.572  0.17
C: -0.152 -0.601 0.707  -0.20
C: -0.088 0.400 -0.313  -1.18
O: 1.226 0.558 -0.791  -0.17
Br: -1.268 0.013 -1.962  0.58
Br: -0.570 2.240 0.244  0.66
H: -0.360 -2.247 2.175  0.04
H: 1.322 1.058 -1.632  0.10

E in Eh: -5338.68613
Largest force on an atom in Eh/bohr: 0.067
Net charge: 0
ΔE to the lowest compared entry with this formula, charge and spin in kJ/mol: 168.6

---

[8]
A cluster of 2 separate species, C3H2BrCl3 in total. Source: the Open Molecules 2025 dataset; level of theory: ωB97M-V with the def2-TZVPD basis set.

Each line ends with the Löwdin charge.
Geometry (Å):
Cl: 0.767 1.389 -2.364  0.76
C: -0.174 1.336 -1.021  -0.75
C: -0.347 1.697 0.240  -0.71
Cl: -0.361 2.844 1.447  0.74
C: -1.133 0.512 -0.237  -0.63
Cl: -0.738 -1.143 0.359  0.52
H: -2.155 0.340 -0.449  0.05
Br: 3.477 0.007 0.606  0.43
H: 2.759 -0.934 0.094  -0.42

E in Eh: -4069.99778
Largest force on an atom in Eh/bohr: 0.093
Net charge: 0
Structure (SMILES): ClC1=C(Cl)C1Cl.Br
ΔE to the lowest compared entry with this formula, charge and spin in kJ/mol: 182.8

---

[9]
A cluster of 3 separate species, C3H2BrFO in total. Source: the Open Molecules 2025 dataset; level of theory: ωB97M-V with the def2-TZVPD basis set.

Each line ends with the Löwdin charge.
Geometry (Å):
C: 0.264 -1.370 0.020  0.05
C: 0.226 -1.728 -1.119  -0.19
C: -2.406 1.310 -0.692  0.02
O: -1.272 1.345 -0.519  -0.04
F: 0.068 -2.165 -2.356  0.08
Br: 1.851 1.580 1.302  0.36
H: 0.217 -0.864 0.944  -0.01
H: 1.052 1.892 2.420  -0.28

E in Eh: -2864.51204
Largest force on an atom in Eh/bohr: 0.053
Net charge: 0
ΔE to the lowest compared entry with this formula, charge and spin in kJ/mol: 231.5

---

[10]
A structure of composition C3H2BrI. Source: the Open Molecules 2025 dataset; level of theory: ωB97M-V with the def2-TZVPD basis set.

Each line ends with the Löwdin charge.
Geometry (Å):
C: -0.699 0.178 -0.689  -0.09
C: -0.848 0.004 0.637  -0.03
C: 0.343 -0.530 -0.037  -0.95
Br: 0.884 -2.317 -0.005  0.71
I: 2.445 1.264 -0.069  0.13
H: -0.862 0.976 -1.383  0.11
H: -1.262 0.425 1.545  0.12

E in Eh: -2987.07635
Largest force on an atom in Eh/bohr: 0.045
Net charge: 0
ΔE to the lowest compared entry with this formula, charge and spin in kJ/mol: 140.3

---

[11]
An isolated molecule of C3H2BrNO2S. Source: the Open Molecules 2025 dataset; level of theory: ωB97M-V with the def2-TZVPD basis set.

Each line ends with the Löwdin charge.
Geometry (Å):
O: -0.189 2.004 1.333  -0.30
S: -0.419 0.660 0.892  0.65
O: -1.531 -0.068 1.454  -0.31
C: 0.993 -0.531 0.628  -0.09
C: 0.964 -0.869 -0.638  -0.34
N: 0.153 -0.450 -1.583  0.05
C: -0.813 0.650 -0.936  -0.70
Br: -2.386 1.064 -1.775  0.83
H: 1.455 -0.875 1.503  0.08
H: 1.774 -1.587 -0.878  0.13

E in Eh: -3292.78069
Largest force on an atom in Eh/bohr: 0.161
Net charge: 0
Structure (SMILES): O=S1(=O)C=CN=C1Br
ΔE to the lowest compared entry with this formula, charge and spin in kJ/mol: 305.1

---

[12]
A structure of composition C3H2BrNOS. Source: the Open Molecules 2025 dataset; level of theory: ωB97M-V with the def2-TZVPD basis set.

Each line ends with the Löwdin charge.
Geometry (Å):
C: 0.331 0.745 -1.463  -0.42
C: -0.550 -0.099 0.375  -0.53
C: 0.660 -0.781 0.333  -1.04
N: -0.705 0.714 -0.679  0.05
O: -1.340 -0.184 1.442  0.09
S: 1.551 -0.423 -1.060  0.99
Br: 1.437 -1.882 1.599  0.74
H: 0.440 1.349 -2.248  0.03
H: -1.823 0.561 1.700  0.09

E in Eh: -3217.69101
Largest force on an atom in Eh/bohr: 0.083
Net charge: 0
ΔE to the lowest compared entry with this formula, charge and spin in kJ/mol: 0.0